The following is a quantum chemistry calculation of 2 unconnected molecules or ions with the total composition C4H13NS in a non-equilibrium geometry, from OMol25.

- E_LUMO (alpha / beta): -3.894 / -8.419 eV
- Orbital gap (alpha / beta): 7.10 / 2.57 eV
- Total charge: +1
- DFT total energy: -612.77091 a.u.
- 2S+1: 2

Positions of all 19 atoms, in Å:
C (2.226, 3.037, -1.849)
S (2.257, 1.267, -1.389)
C (2.244, 0.640, 0.312)
H (1.619, 3.649, -1.205)
H (3.262, 3.343, -1.843)
H (1.778, 2.902, -2.833)
H (1.688, -0.278, 0.180)
H (1.738, 1.355, 0.955)
H (3.295, 0.542, 0.577)
C (-1.772, -1.376, 1.896)
N (-2.579, -1.967, 0.859)
C (-2.185, -1.656, -0.499)
H (-1.528, -2.130, 2.652)
H (-2.269, -0.505, 2.302)
H (-0.791, -1.072, 1.508)
H (-2.747, -2.957, 0.969)
H (-1.103, -1.779, -0.645)
H (-2.643, -2.367, -1.194)
H (-2.492, -0.646, -0.753)

natural (NBO) population analysis, charges in e, atoms 1 to 2: number 1, C, carries -0.742; number 2, S, carries 0.813



The following is a quantum chemistry calculation of C4H7NO in the gas phase, from OMol25.

- E_LUMO: 0.924 eV
- Orbital gap: 9.83 eV
- Total charge: 0
- DFT total energy: -286.40228 a.u.

Positions of all 13 atoms, in Å:
O (-1.462, -1.169, 0.876)
C (-1.121, -0.380, -0.130)
C (-0.157, 1.141, 0.454)
N (0.853, 0.702, -0.517)
C (1.357, -0.607, -0.096)
C (0.158, -0.532, -0.940)
H (-0.934, 0.034, 1.076)
H (-1.928, 0.105, -0.705)
H (0.264, 1.339, 1.451)
H (-0.716, 2.011, 0.106)
H (1.238, -0.910, 0.944)
H (2.301, -0.881, -0.557)
H (0.137, -0.841, -1.982)

natural (NBO) population analysis, charges in e, atoms 1 to 2: number 1, O, carries -0.750; number 2, C, carries 0.207



The following is a quantum chemistry calculation of a molecular structure, C3H2BrClO in a non-equilibrium geometry, from OMol25.

- E_LUMO: 0.508 eV
- Orbital gap: 10.35 eV
- Total charge: 0
- DFT total energy: -3224.87597 a.u.

Positions of all 8 atoms, in Å:
C (-1.020, -0.338, 0.164)
C (-0.688, -1.419, 0.761)
C (-0.648, -1.150, 2.691)
O (-0.152, -0.244, 3.232)
Cl (-0.288, -2.991, 0.250)
Br (-1.380, -2.620, 3.450)
H (-1.289, -0.125, -0.933)
H (-1.124, 0.450, 0.878)

natural (NBO) population analysis, charges in e, atoms 1 to 2: number 1, C, carries -0.449; number 2, C, carries -0.112



Energy above the lowest of the compared OMol25 structures with the same formula, charge and spin, respectively: 195.5 602.2 136.9 kJ/mol.